Below is a structure of composition C44H48Cl3N8O6OsTe, with properties calculated with wB97M-V/def2-TZVPD.

XYZ file:
```
111
C44H48Cl3N8O6OsTe, DFT wB97M-V/def2-TZVPD
Os 0.51 -1.24 -1.03
Cl -5.85 -0.58 -5.24
C -4.61 -0.75 -4.02
C -3.29 -0.58 -4.37
C -2.33 -0.69 -3.38
Cl -0.66 -0.56 -3.77
C -2.62 -0.91 -2.03
O -1.71 -0.88 -1.07
C -3.99 -1.12 -1.75
Cl -4.45 -1.49 -0.12
C -4.97 -1.05 -2.72
H -3.00 -0.37 -5.39
H -6.00 -1.22 -2.47
C 2.40 -1.81 1.58
N 3.63 -1.86 2.34
C 4.17 -0.50 2.45
N 4.43 0.07 1.13
C 3.18 0.11 0.38
N 2.59 -1.25 0.22
C 3.61 -2.11 -0.46
N 4.86 -2.16 0.28
C 4.60 -2.69 1.62
C 5.38 -0.80 0.42
H 1.67 -1.19 2.11
H 2.01 -2.82 1.48
H 5.11 -0.54 3.01
H 3.46 0.13 2.98
H 3.37 0.53 -0.60
H 2.46 0.74 0.91
H 3.81 -1.71 -1.45
H 3.20 -3.12 -0.56
H 5.53 -2.72 2.18
H 4.20 -3.71 1.53
H 5.57 -0.38 -0.57
H 6.31 -0.83 0.98
C -1.19 3.69 6.65
C -1.10 2.84 5.41
C -0.79 3.38 4.17
C -0.77 2.62 3.01
C -0.41 3.31 1.71
C -1.09 1.25 3.08
Te -1.36 0.12 1.27
N -0.08 -2.66 0.65
C -0.82 -3.35 -0.18
O -0.50 -3.15 -1.38
C -1.94 -4.25 0.18
C -2.16 -5.39 -0.59
C -3.21 -6.24 -0.29
C -4.05 -5.95 0.78
C -3.86 -4.80 1.53
C -2.80 -3.95 1.24
C -2.87 1.45 0.60
C -4.00 1.49 1.42
C -5.16 2.13 1.02
C -5.20 2.73 -0.24
C -4.07 2.72 -1.04
C -2.88 2.10 -0.63
C -1.67 2.23 -1.51
C -1.34 0.67 4.33
C -1.59 -0.81 4.52
C -1.35 1.47 5.47
H -0.92 4.72 6.43
H -0.52 3.31 7.43
H -2.20 3.67 7.05
H -0.56 4.44 4.11
H 0.28 4.13 1.90
H -1.30 3.72 1.24
H 0.05 2.62 1.00
H -1.49 -5.60 -1.42
H -3.37 -7.13 -0.89
H -4.86 -6.63 1.02
H -4.53 -4.56 2.34
H -2.66 -3.04 1.81
H -3.97 0.99 2.39
H -6.02 2.15 1.67
H -6.10 3.20 -0.59
H -4.09 3.21 -2.00
H -1.92 2.05 -2.56
H -0.87 1.55 -1.22
H -1.27 3.24 -1.45
H -2.01 -1.27 3.63
H -2.27 -0.99 5.36
H -0.65 -1.33 4.75
H -1.57 1.01 6.43
O 0.46 -3.87 3.97
C 0.19 -3.40 2.93
N -0.22 -2.77 1.99
C 4.36 3.21 -1.89
C 4.27 2.08 -2.91
C 2.85 1.83 -3.50
C 2.23 3.11 -4.09
C 0.89 2.83 -4.77
C 3.10 0.82 -4.61
O 3.56 1.12 -5.69
N 2.87 -0.51 -4.29
C 2.23 -0.95 -3.16
O 2.01 -2.15 -2.97
N 1.81 -0.05 -2.24
C 1.96 1.32 -2.38
O 1.45 2.07 -1.58
H 5.32 3.17 -1.38
H 3.58 3.12 -1.13
H 4.26 4.18 -2.37
H 4.62 1.14 -2.46
H 4.94 2.30 -3.75
H 2.94 3.53 -4.81
H 2.08 3.81 -3.28
H 1.02 2.16 -5.63
H 0.45 3.75 -5.14
H 0.19 2.37 -4.07
H 3.06 -1.21 -5.00
```

The LUMO energy (spin up / spin down) comes out at -1.58 / -1.18 eV. As for the spin multiplicity: 2. For the max |F|, the calculation gives 4.3 eV Å⁻¹. For the electronic energy, the calculation gives -117938.9872 eV. As for the expectation value of S²: 0.7553. The energy above the lowest of the compared OMol25 structures with the same formula, charge and spin is 2.063 eV.